No. 1
Below is C14H13ClN2O in the gas phase, with properties calculated with the ωB97M-V functional and the def2-TZVPD basis.

E_HOMO in eV: -9.2080
SMILES: O=C(NCCc1cccc(Cl)c1)c1cccnc1
Net charge: 0
Energy above the lowest of the compared OMol25 structures with the same formula, charge and spin in eV: 0.000
M in u: 260.72

Last column: Löwdin charge in e.
Cartesian coordinates (Å):
O (1.688, 1.736, -0.443)  0.075
C (1.897, 0.541, -0.404)  -0.460
N (0.920, -0.386, -0.562)  0.063
C (-0.467, -0.022, -0.710)  -0.165
C (-1.264, -0.270, 0.582)  -0.133
C (-2.685, 0.177, 0.403)  -0.239
C (-3.022, 1.518, 0.542)  -0.039
C (-4.324, 1.939, 0.342)  -0.072
C (-5.311, 1.032, -0.003)  -0.112
C (-4.972, -0.303, -0.145)  -0.669
Cl (-6.190, -1.454, -0.576)  0.668
C (-3.671, -0.735, 0.053)  -0.068
C (3.264, -0.027, -0.212)  -0.118
C (3.522, -1.178, 0.527)  -0.025
C (4.833, -1.606, 0.661)  -0.057
C (5.834, -0.865, 0.050)  -0.145
N (5.602, 0.236, -0.644)  0.069
C (4.355, 0.646, -0.765)  -0.079
H (1.148, -1.365, -0.515)  0.133
H (-0.489, 1.042, -0.956)  0.123
H (-0.909, -0.590, -1.535)  0.130
H (-0.793, 0.293, 1.390)  0.123
H (-1.231, -1.332, 0.831)  0.114
H (-2.259, 2.233, 0.811)  0.118
H (-4.578, 2.982, 0.455)  0.107
H (-6.329, 1.352, -0.159)  0.103
H (-3.432, -1.781, -0.062)  0.111
H (2.722, -1.717, 1.017)  0.112
H (5.072, -2.490, 1.232)  0.102
H (6.873, -1.159, 0.126)  0.105
H (4.196, 1.554, -1.330)  0.123


No. 2
Below is 3 unconnected molecules or ions with the total composition C14H13F2N, with properties calculated with the ωB97M-V functional and the def2-TZVPD basis.

E_HOMO in eV: -9.1721
SMILES: Fc1ccccc1.Fc1ccccc1.CC#N
Net charge: 0
Energy above the lowest of the compared OMol25 structures with the same formula, charge and spin in eV: 0.925
M in u: 233.26

Last column: Löwdin charge in e.
Cartesian coordinates (Å):
F (22.830, -24.890, -9.100)  0.085
C (23.048, -24.649, -7.827)  -0.313
C (24.026, -25.473, -7.265)  -0.015
C (24.384, -25.320, -5.942)  -0.111
C (23.855, -24.298, -5.218)  -0.101
C (22.809, -23.474, -5.746)  -0.050
C (22.391, -23.704, -7.074)  -0.019
H (24.504, -26.240, -7.856)  0.115
H (25.240, -25.866, -5.575)  0.107
H (24.163, -24.211, -4.186)  0.096
H (22.344, -22.708, -5.144)  0.097
H (21.455, -23.257, -7.375)  0.111
F (19.070, -19.738, -8.304)  0.050
C (18.130, -20.108, -9.208)  -0.281
C (16.783, -19.822, -8.983)  -0.005
C (15.866, -20.237, -9.953)  -0.091
C (16.279, -20.746, -11.169)  -0.102
C (17.623, -20.937, -11.371)  -0.089
C (18.538, -20.670, -10.381)  -0.030
H (16.407, -19.271, -8.134)  0.112
H (14.802, -20.120, -9.807)  0.102
H (15.515, -20.937, -11.907)  0.103
H (17.973, -21.378, -12.293)  0.108
H (19.601, -20.809, -10.512)  0.122
C (16.951, -26.122, -11.704)  -0.077
C (17.603, -25.699, -12.920)  -0.306
N (18.137, -25.346, -13.828)  0.137
H (17.698, -26.118, -10.910)  0.083
H (16.349, -27.028, -11.767)  0.084
H (16.302, -25.384, -11.231)  0.079


No. 3
Below is a molecular structure, C14H14BF9N6OPt, with properties calculated with the ωB97M-V functional and the def2-TZVPD basis.

Multiplicity: 3
E_HOMO (spin up / spin down) in eV: -14.0666 / -16.7807
⟨S²⟩: 2.01
Net charge: +2
M in u: 659.18

Last column: Löwdin charge in e.
Cartesian coordinates (Å):
C (-0.362, 2.067, -0.731)  -0.057
N (-0.198, 1.202, -1.758)  -0.176
N (0.110, 1.865, -2.917)  0.015
C (0.156, 3.182, -2.600)  0.026
C (-0.139, 3.331, -1.245)  0.008
B (0.351, 0.928, -4.205)  -0.309
N (1.476, -0.111, -3.707)  0.008
N (1.161, -0.862, -2.606)  -0.174
C (2.177, -1.704, -2.299)  -0.062
C (3.192, -1.463, -3.210)  0.006
C (2.731, -0.469, -4.084)  0.029
Pt (-0.548, -0.739, -1.611)  1.477
N (-1.000, 0.043, -4.402)  0.045
N (-1.364, -0.668, -3.278)  -0.191
C (-2.479, -1.411, -3.545)  -0.041
C (-2.817, -1.150, -4.832)  0.001
C (-1.900, -0.265, -5.354)  0.031
H (-2.821, -2.009, -2.724)  0.132
H (-1.817, 0.178, -6.320)  0.153
H (-3.691, -1.615, -5.255)  0.139
H (0.642, 1.524, -5.190)  0.120
H (3.197, -0.002, -4.931)  0.149
H (0.383, 3.910, -3.346)  0.146
H (4.134, -1.972, -3.183)  0.125
H (-0.202, 4.211, -0.646)  0.123
H (2.043, -2.370, -1.461)  0.127
H (-0.612, 1.663, 0.241)  0.122
H (-1.779, -4.444, 1.272)  -0.016
C (-1.541, -3.856, 2.170)  0.089
H (-0.474, -3.664, 2.322)  -0.021
H (1.535, 0.844, 2.676)  0.142
H (-2.149, -2.941, 2.258)  -0.022
F (1.414, -1.587, 3.929)  0.150
C (1.327, -0.488, 4.726)  -0.481
F (1.040, -0.887, 5.987)  0.188
F (2.566, 0.097, 4.716)  0.156
C (0.297, 0.524, 4.155)  -0.203
O (0.571, 0.667, 2.775)  0.046
C (-1.164, 0.077, 4.316)  -0.451
F (-1.842, 0.652, 5.368)  0.159
F (-1.855, 0.402, 3.187)  0.134
F (-1.319, -1.274, 4.482)  0.146
C (0.391, 1.909, 4.848)  -0.477
F (0.405, 1.805, 6.209)  0.175
F (1.515, 2.570, 4.461)  0.157
F (-0.665, 2.694, 4.482)  0.159


No. 4
Below is a molecular structure, C14H14BF9N6OTi, with properties calculated with the ωB97M-V functional and the def2-TZVPD basis.

Multiplicity: 3
E_HOMO (spin up / spin down) in eV: -14.8823 / -14.7956
⟨S²⟩: 2.02
Net charge: +2
Energy above the lowest of the compared OMol25 structures with the same formula, charge and spin in eV: 0.000
M in u: 511.97

Last column: Löwdin charge in e.
Cartesian coordinates (Å):
C (1.156, -2.533, -0.612)  0.022
N (1.348, -1.187, -0.528)  0.048
N (2.467, -0.914, -1.313)  0.048
C (2.920, -2.037, -1.887)  0.077
C (2.152, -3.101, -1.417)  0.141
B (3.051, 0.533, -1.398)  -0.420
N (1.924, 1.459, -1.945)  -0.011
N (0.693, 1.448, -1.291)  -0.081
C (-0.158, 2.209, -2.041)  -0.048
C (0.533, 2.729, -3.130)  0.004
C (1.837, 2.237, -3.039)  -0.004
Ti (0.694, 0.615, 0.521)  1.076
N (3.406, 0.930, 0.101)  0.021
N (2.390, 0.842, 1.058)  -0.158
C (2.881, 1.274, 2.282)  -0.015
C (4.178, 1.674, 2.060)  0.013
C (4.483, 1.455, 0.691)  0.031
H (2.243, 1.291, 3.153)  0.141
H (5.407, 1.715, 0.181)  0.156
H (4.812, 2.119, 2.799)  0.122
H (4.018, 0.572, -2.098)  0.136
H (2.694, 2.434, -3.672)  0.149
H (3.732, -2.019, -2.602)  0.169
H (0.145, 3.406, -3.876)  0.124
H (2.307, -4.139, -1.606)  0.149
H (-1.185, 2.339, -1.724)  0.126
H (0.355, -3.044, -0.107)  0.124
H (0.197, 2.854, 2.110)  -0.009
C (-0.564, 2.155, 1.733)  -0.160
H (-1.266, 2.661, 1.059)  -0.009
H (-3.293, 0.610, -0.648)  0.158
H (-1.115, 1.703, 2.569)  -0.013
F (-4.980, 0.464, 0.793)  0.158
C (-4.564, -0.788, 0.410)  -0.461
F (-5.360, -1.679, 1.031)  0.193
F (-4.819, -0.889, -0.945)  0.147
C (-2.995, -0.927, 0.609)  -0.144
O (-2.522, 0.208, -0.137)  0.027
C (-2.552, -1.058, 2.103)  -0.446
F (-3.021, -2.249, 2.599)  0.174
F (-1.165, -1.056, 2.210)  0.089
F (-3.029, -0.068, 2.890)  0.184
C (-2.529, -2.328, 0.042)  -0.459
F (-3.575, -3.205, -0.041)  0.174
F (-1.993, -2.207, -1.196)  0.153
F (-1.574, -2.960, 0.798)  0.106


No. 5
Below is a molecular structure, C14H14BrCsF6N2O10P2S2, with properties calculated with the ωB97M-V functional and the def2-TZVPD basis.

E_HOMO in eV: -1.2956
Net charge: -2
Energy above the lowest of the compared OMol25 structures with the same formula, charge and spin in eV: 0.860
M in u: 823.15

Last column: Löwdin charge in e.
Cartesian coordinates (Å):
Cs (0.513, 0.075, 0.342)  1.056
Br (-1.587, -2.965, -1.759)  0.694
C (-1.024, -4.622, -0.985)  -0.614
C (-1.781, -5.718, -1.293)  -0.180
C (-1.422, -6.972, -0.752)  -0.129
C (-0.336, -7.072, 0.069)  -0.081
C (0.449, -5.936, 0.391)  -0.198
C (1.568, -6.044, 1.248)  -0.099
C (2.302, -4.924, 1.532)  -0.129
C (1.958, -3.673, 0.972)  -0.192
C (0.885, -3.455, 0.123)  -0.131
C (0.126, -4.644, -0.144)  -0.272
H (-2.641, -5.621, -1.941)  0.074
H (-2.016, -7.846, -0.994)  0.083
H (-0.054, -8.032, 0.494)  0.092
H (1.824, -7.012, 1.668)  0.086
H (3.160, -5.004, 2.197)  0.082
H (2.603, -2.837, 1.246)  0.062
F (1.733, -1.333, -3.875)  0.145
C (1.325, -0.291, -4.587)  -0.681
F (2.160, -0.132, -5.624)  0.116
F (0.108, -0.557, -5.078)  0.121
S (1.234, 1.233, -3.566)  0.572
O (0.342, 0.871, -2.492)  -0.424
O (0.805, 2.247, -4.489)  -0.288
N (2.745, 1.371, -3.201)  -0.299
S (3.376, 1.811, -1.836)  0.570
O (3.111, 0.910, -0.750)  -0.414
O (3.330, 3.224, -1.591)  -0.273
C (5.134, 1.492, -2.269)  -0.677
F (5.898, 1.804, -1.214)  0.122
F (5.532, 2.242, -3.304)  0.120
F (5.350, 0.210, -2.574)  0.131
N (-2.011, 2.506, 3.605)  0.145
C (-0.679, 1.936, 4.089)  -0.487
C (-0.462, 2.233, 5.563)  -0.101
P (-0.947, 0.096, 3.756)  0.250
O (-2.016, -0.153, 5.004)  -0.198
O (0.274, -0.693, 4.010)  -0.311
O (-1.763, 0.077, 2.505)  -0.414
P (0.535, 2.899, 3.034)  0.259
O (0.114, 4.408, 3.622)  -0.209
O (1.929, 2.638, 3.444)  -0.308
O (-0.017, 2.840, 1.653)  -0.406
H (-2.778, 2.187, 4.195)  0.147
H (-2.133, 2.087, 2.668)  0.121
H (-1.967, 3.524, 3.545)  0.135
H (-1.241, 1.790, 6.185)  0.064
H (-0.400, 3.307, 5.750)  0.066
H (0.493, 1.787, 5.839)  0.091
H (-1.641, -0.873, 5.524)  0.059
H (0.935, 4.779, 3.961)  0.054


No. 6
Below is 9 unconnected molecules or ions with the total composition C14H14Cl24N2O6, with properties calculated with the ωB97M-V functional and the def2-TZVPD basis.

E_HOMO in eV: -10.6917
SMILES: CC(=O)OC(=O)COC(=O)NOC#N.ClC(Cl)Cl.ClC(Cl)Cl.ClC(Cl)Cl.ClC(Cl)Cl.ClC(Cl)Cl.ClC(Cl)Cl.ClC(Cl)Cl.ClC(Cl)Cl
Net charge: 0
M in u: 1157.15

Last column: Löwdin charge in e.
Cartesian coordinates (Å):
C (5.610, -1.029, 1.323)  0.030
C (5.170, 0.169, 0.417)  -0.460
O (5.753, 0.301, -0.593)  0.170
O (4.164, 1.066, 0.818)  0.094
C (3.127, 1.178, -0.099)  -0.406
O (3.228, 1.464, -1.237)  0.165
C (1.671, 0.957, 0.464)  -0.031
O (1.790, 0.276, 1.735)  0.016
C (1.232, -0.975, 1.730)  -0.462
O (0.362, -1.209, 2.493)  0.175
N (1.677, -2.071, 0.879)  0.107
O (1.054, -2.042, -0.391)  -0.038
C (2.036, -1.996, -1.306)  -0.306
N (2.941, -1.981, -1.980)  0.220
H (5.052, -1.960, 1.093)  0.078
H (6.674, -1.221, 1.066)  0.095
H (5.537, -0.718, 2.389)  0.092
H (1.204, 1.961, 0.592)  0.089
H (1.037, 0.423, -0.276)  0.146
H (2.694, -2.133, 0.811)  0.126
Cl (-1.873, -3.515, -0.175)  0.531
C (-2.765, -2.462, 0.924)  -1.527
Cl (-3.156, -0.933, 0.130)  0.530
Cl (-4.234, -3.255, 1.508)  0.557
H (-2.130, -2.251, 1.778)  0.000
Cl (-5.001, -5.603, -2.939)  0.454
C (-5.253, -5.634, -1.187)  -1.536
Cl (-6.961, -5.399, -0.801)  0.529
Cl (-4.669, -7.149, -0.487)  0.509
H (-4.691, -4.817, -0.748)  -0.052
Cl (-0.382, 1.782, 5.595)  0.508
C (-1.309, 0.958, 4.338)  -1.542
Cl (-2.867, 0.411, 4.970)  0.526
Cl (-1.544, 2.018, 2.942)  0.513
H (-0.748, 0.088, 4.013)  -0.024
Cl (3.256, 5.645, 0.086)  0.509
C (2.375, 4.816, -1.208)  -1.515
Cl (0.790, 4.279, -0.629)  0.557
Cl (2.195, 5.855, -2.622)  0.532
H (2.945, 3.941, -1.501)  -0.006
Cl (0.149, -5.529, -1.945)  0.510
C (-0.709, -6.368, -3.243)  -1.508
Cl (-2.265, -6.966, -2.652)  0.493
Cl (-0.924, -5.298, -4.630)  0.518
H (-0.111, -7.216, -3.557)  0.016
Cl (2.740, 10.288, -3.237)  0.518
C (2.464, 10.235, -1.492)  -1.540
Cl (0.767, 10.558, -1.122)  0.521
Cl (2.960, 8.674, -0.832)  0.484
H (3.066, 11.009, -1.029)  0.012
Cl (-4.113, -5.964, -5.701)  0.470
C (-4.269, -5.028, -7.190)  -1.527
Cl (-5.969, -4.824, -7.624)  0.530
Cl (-3.477, -3.457, -7.020)  0.523
H (-3.777, -5.572, -7.988)  0.015
Cl (-3.055, 4.575, 8.571)  0.522
C (-2.582, 5.326, 7.043)  -1.539
Cl (-0.993, 6.085, 7.189)  0.520
Cl (-2.585, 4.137, 5.738)  0.497
H (-3.307, 6.097, 6.804)  0.012


Number 1: F_max 0.01035 Eh/bohr. Number 2: F_max 0.10237 Eh/bohr. Number 3: F_max 0.06308 Eh/bohr. Number 4: F_max 0.12932 Eh/bohr. Number 5: F_max 0.01198 Eh/bohr. Number 6: F_max 0.08576 Eh/bohr.